DFT (ωB97M-V with the def2-TZVPD basis set) results for a 2-piece molecular cluster, C4H4NO5P overall.

Last column: natural (NBO) charge in e.
Atoms and positions in Å:
P 0.19402 -2.51177 1.86014  2.449
O 1.56766 -2.50616 1.26073  -1.182
O -1.85581 1.81555 -2.49419  -0.658
O -0.25136 -3.94241 2.20837  -1.098
O -1.01404 -1.89474 1.08617  -0.787
O 0.20545 -1.65567 3.33852  -1.036
N -1.14068 0.26102 1.01744  -0.370
C 0.54437 1.26026 -0.60253  -0.397
C 0.45981 1.79334 -1.87781  -0.384
C -0.66533 2.03900 -2.70772  0.282
C -0.42140 0.76390 0.24708  0.278
H -0.22338 2.53725 -3.67200  0.026
H -0.25808 -0.85772 3.19661  0.477
H 1.33923 1.92432 -2.60013  0.172
H 1.51955 0.97382 -0.26069  0.228

Cartesian forces, eV/Å:
0.832 -2.223 1.481
-0.345 1.104 -0.002
-0.405 0.299 -0.320
-0.346 1.226 -0.172
-0.189 -0.742 -0.156
0.882 -1.744 -0.857
0.018 1.068 0.319
0.700 -0.346 -0.291
0.534 0.214 -2.037
1.067 0.430 -0.247
-0.609 -0.192 -0.045
-1.261 -0.494 0.515
-0.907 1.466 -0.366
-0.509 -0.185 1.949
0.538 0.118 0.229

Values from the calculation:
HOMO (alpha / beta) (eV): 0.31 / -1.73
Maximum force (eV/Å): 2.80
E (eV): -25228.8642
Charge: -2
E_LUMO (alpha / beta) (eV): 5.489 / 6.120